HNO5 in the gas phase, computed with ωB97M-V/def2-TZVPD.

The geometry in XYZ format:
```
7
HNO5, DFT ωB97M-V/def2-TZVPD
N 1.35 0.21 0.04
O 1.32 -0.94 -0.14
O 2.25 0.98 0.03
O -1.72 -0.59 -0.39
O 0.13 0.77 0.26
O -0.86 -0.38 0.59
H -2.48 -0.05 -0.39
```

As for the structure (SMILES): O=[N+]([O-])OOO. For the highest occupied orbital energy, the calculation gives -11.6355 eV. For the energy above the lowest of the compared OMol25 structures with the same formula, charge and spin, the calculation gives 9.7 kcal per mole. As for the LUMO energy: -0.31 eV. For the frontier orbital gap, the calculation gives 11.33 eV.

Atom charges from the Löwdin analysis, given in e for atoms 1 to 5:
1. N -0.48
2. O 0.15
3. O 0.14
4. O 0.05
5. O 0.07

***

2 unconnected molecules or ions with the total composition C3H3NOS, computed with ωB97M-V/def2-TZVPD.

The geometry in XYZ format:
```
9
C3H3NOS, DFT ωB97M-V/def2-TZVPD
C 1.40 -0.66 0.81
C 1.36 0.35 -0.11
C -0.93 0.72 -0.09
N 0.74 -1.54 1.20
O 1.94 1.00 -0.93
S -1.56 -0.85 0.31
H -0.76 1.35 0.74
H -0.86 0.93 -1.08
H -1.34 -1.30 -0.85
```

For the highest occupied orbital energy, the calculation gives -8.2938 eV. For the energy above the lowest of the compared OMol25 structures with the same formula, charge and spin, the calculation gives 91.5 kcal per mole. As for the LUMO energy: -0.46 eV. For the frontier orbital gap, the calculation gives 7.84 eV.

Atom charges from the Löwdin analysis, given in e for atoms 1 to 5:
1. C -0.24
2. C -0.26
3. C -0.37
4. N 0.07
5. O 0.10

***

3 unconnected molecules or ions with the total composition C14H28BBrCl2NO5P2, computed with ωB97M-V/def2-TZVPD.

The geometry in XYZ format:
```
54
C14H28BBrCl2NO5P2, DFT ωB97M-V/def2-TZVPD
C -3.57 -0.56 -1.28
B -3.60 -1.51 -0.06
O -4.76 -1.69 0.61
C -2.37 -2.40 0.52
N -2.37 -3.68 0.34
C -1.31 -4.43 1.04
C -0.75 -3.37 1.98
P 1.03 -3.61 2.57
O 1.86 -4.00 1.24
Cl 0.60 -5.49 3.36
C -1.18 -2.01 1.33
C -1.57 -0.99 2.42
C -2.14 0.36 1.94
C -1.34 1.59 2.38
Cl -1.14 2.77 1.06
P 0.23 -1.50 0.07
O -0.52 -0.27 -0.63
Br 1.59 -0.46 1.47
H -4.03 -1.09 -2.13
H -4.22 0.29 -1.08
H -2.59 -0.22 -1.59
H -4.84 -2.43 1.23
H -3.08 -4.15 -0.21
H -0.62 -4.85 0.31
H -1.78 -5.25 1.58
H -1.30 -3.44 2.93
H 1.53 -4.70 0.67
H -0.71 -0.86 3.08
H -2.33 -1.49 3.03
H -2.21 0.38 0.85
H -3.15 0.47 2.32
H -0.33 1.32 2.70
H -1.83 2.11 3.19
H 0.13 0.40 -0.98
C 0.63 2.68 -3.08
C 1.40 1.43 -2.79
O 1.45 0.95 -1.66
C 2.15 0.80 -3.93
H 0.16 3.05 -2.17
H 1.33 3.44 -3.45
H -0.12 2.50 -3.84
H 2.86 1.51 -4.35
H 1.44 0.54 -4.72
H 2.67 -0.09 -3.59
C 4.78 3.07 -0.83
C 3.55 3.94 -0.80
O 2.94 4.21 -1.80
C 3.12 4.45 0.56
H 4.99 2.76 -1.85
H 5.64 3.61 -0.43
H 4.63 2.19 -0.20
H 3.92 5.04 1.00
H 2.92 3.61 1.22
H 2.23 5.06 0.45
```

For the highest occupied orbital energy, the calculation gives -11.6022 eV. For the energy above the lowest of the compared OMol25 structures with the same formula, charge and spin, the calculation gives 0.0 kcal per mole. As for the LUMO energy: -3.98 eV. For the frontier orbital gap, the calculation gives 7.63 eV. The charge is +1.

Atom charges from the Löwdin analysis, given in e for atoms 1 to 5:
1. C 0.02
2. B -0.46
3. O 0.20
4. C -0.05
5. N 0.14

***

A molecular structure, C4H5O2Y, computed with ωB97M-V/def2-TZVPD.

The geometry in XYZ format:
```
12
C4H5O2Y, DFT ωB97M-V/def2-TZVPD
H -1.49 1.77 1.64
O -0.97 1.00 1.91
Y -1.05 -0.94 0.97
O 4.79 -2.22 1.25
C 4.23 -1.16 1.09
C 3.01 -0.98 0.21
C 1.96 -0.20 0.87
C 1.47 0.49 1.77
H 4.42 -0.31 1.79
H 2.72 -1.97 -0.18
H 3.40 -0.52 -0.71
H 1.30 0.59 2.84
```

The multiplicity is 2. For the highest occupied orbital energy (alpha / beta), the calculation gives -11.3775 / -13.2725 eV. For the energy above the lowest of the compared OMol25 structures with the same formula, charge and spin, the calculation gives 0.0 kcal per mole. As for the LUMO energy (alpha / beta): -4.81 / -5.38 eV. For the frontier orbital gap (alpha / beta), the calculation gives 6.57 / 7.89 eV. The charge is +1.

Atom charges from the Löwdin analysis, given in e for atoms 1 to 5:
1. H 0.00
2. O -0.51
3. Y 1.47
4. O 0.09
5. C -0.24

***

A molecular structure, C30H35Cl2F9O4PbS, computed with ωB97M-V/def2-TZVPD.

The geometry in XYZ format:
```
82
C30H35Cl2F9O4PbS, DFT ωB97M-V/def2-TZVPD
C 2.74 -1.25 2.94
C 3.19 -1.34 1.48
O 4.20 -0.41 1.31
C 4.09 0.26 0.03
C 5.12 1.35 -0.15
C 4.77 2.68 0.53
C 3.71 3.47 -0.27
C 2.33 3.53 0.43
C 1.45 2.35 0.19
C 1.01 1.50 1.13
C 1.23 1.71 2.61
F 2.54 1.98 2.90
F 0.92 0.60 3.32
C 0.36 2.90 3.21
F -0.44 3.41 2.29
F -0.38 2.46 4.22
F 1.16 3.86 3.66
C 0.27 0.28 0.68
O 0.52 -0.80 1.13
C -0.73 0.55 -0.39
C -1.98 -0.12 -0.43
O -2.22 -1.08 0.50
C -2.45 -2.43 0.07
C -1.22 -3.31 -0.06
C -0.27 -2.82 -1.16
C -0.62 -3.62 1.33
C 0.88 -3.94 1.28
C -1.35 -4.83 1.93
C -2.97 0.33 -1.33
C -4.38 -0.22 -1.18
Cl -5.49 1.10 -0.68
C -5.02 -1.02 -2.34
C -5.87 -2.18 -1.82
Cl -3.79 -1.63 -3.47
C -2.64 1.34 -2.29
S -3.85 1.80 -3.51
C -1.34 1.96 -2.32
C -1.07 3.09 -3.31
F 0.20 3.54 -3.20
F -1.21 2.63 -4.57
C -1.93 4.39 -3.10
F -2.73 4.63 -4.15
F -2.70 4.27 -1.98
C -0.40 1.55 -1.36
C 1.04 1.99 -1.22
O 1.85 1.90 -2.09
H 1.72 -0.90 3.07
H 3.42 -0.62 3.53
H 2.79 -2.30 3.37
H 2.34 -1.16 0.82
H 3.56 -2.37 1.24
H 4.18 -0.49 -0.76
H 3.09 0.69 -0.04
H 6.12 1.01 0.14
H 5.15 1.52 -1.23
H 4.43 2.55 1.56
H 5.70 3.26 0.60
H 4.03 4.50 -0.44
H 3.63 2.99 -1.24
H 2.48 3.65 1.50
H 1.81 4.43 0.09
H -3.12 -2.85 0.83
H -3.00 -2.45 -0.88
H -1.62 -4.26 -0.44
H 0.38 -2.01 -0.83
H 0.34 -3.65 -1.52
H -0.85 -2.49 -2.02
H -0.78 -2.76 1.98
H 1.22 -4.30 2.25
H 1.48 -3.08 0.98
H 1.07 -4.75 0.56
H -2.41 -4.65 2.06
H -1.22 -5.70 1.27
H -0.92 -5.11 2.90
H -4.38 -0.85 -0.30
H -5.66 -0.34 -2.89
H -5.28 -3.09 -1.77
H -6.27 -1.95 -0.83
H -6.70 -2.36 -2.50
H -4.59 2.55 -2.69
H -1.25 5.24 -2.97
Pb 2.58 -4.30 3.82
```

For the highest occupied orbital energy, the calculation gives -13.1000 eV. As for the LUMO energy: -10.77 eV. For the frontier orbital gap, the calculation gives 2.33 eV. The charge is +2.

Atom charges from the Löwdin analysis, given in e for atoms 1 to 5:
1. C -0.03
2. C -0.28
3. O -0.10
4. C -0.18
5. C -0.15

***

C9H20N2 in the gas phase, computed with ωB97M-V/def2-TZVPD.

The geometry in XYZ format:
```
31
C9H20N2, DFT ωB97M-V/def2-TZVPD
N 1.59 -1.60 -0.40
N -0.44 0.39 0.21
C -1.47 1.32 0.91
C 1.30 1.87 1.22
C 0.97 1.53 -1.39
C -2.05 -1.43 0.67
C -1.06 -1.07 -1.62
C 1.96 -0.31 0.15
C 0.32 -1.96 0.33
C 0.95 0.93 0.02
C -0.81 -1.01 -0.10
H 1.38 -1.47 -1.33
H -1.58 1.04 1.93
H -2.34 1.38 0.23
H -1.06 2.37 1.06
H 0.70 1.65 2.06
H 1.12 2.99 0.94
H 2.44 1.81 1.45
H -0.14 1.71 -1.68
H 1.43 0.84 -2.20
H 1.48 2.45 -1.52
H -1.82 -1.51 1.74
H -2.82 -0.72 0.46
H -2.31 -2.45 0.22
H -1.89 -0.38 -1.84
H -1.32 -2.10 -1.91
H -0.18 -0.73 -2.23
H 2.23 -0.56 1.13
H 2.92 -0.03 -0.24
H 0.49 -1.94 1.49
H 0.02 -3.01 0.26
```

As for the structure (SMILES): CN1C(C)(C)CNCC1(C)C. For the highest occupied orbital energy, the calculation gives -7.5334 eV. For the energy above the lowest of the compared OMol25 structures with the same formula, charge and spin, the calculation gives 40.5 kcal per mole. As for the LUMO energy: 0.83 eV. For the frontier orbital gap, the calculation gives 8.36 eV.

Atom charges from the Löwdin analysis, given in e for atoms 1 to 5:
1. N -0.02
2. N -0.12
3. C -0.05
4. C -0.05
5. C -0.04

***

C12H14O in the gas phase, computed with ωB97M-V/def2-TZVPD.

The geometry in XYZ format:
```
27
C12H14O, DFT ωB97M-V/def2-TZVPD
C -3.15 -0.87 0.16
C -2.03 -1.73 0.19
C -3.07 0.46 -0.14
C -0.73 -1.23 0.08
C -0.68 0.15 -0.12
C -1.72 0.98 -0.25
C 0.46 -2.14 0.22
C 1.53 -1.79 -0.81
C 2.49 -0.66 -0.23
C 2.10 0.66 0.05
C -1.45 2.47 -0.46
C 2.51 1.67 1.03
O 2.66 0.46 -1.20
H -4.08 -1.35 0.45
H -2.24 -2.80 0.31
H -3.94 1.07 -0.06
H 0.94 -1.72 1.15
H 0.20 -3.14 0.25
H 2.14 -2.62 -1.03
H 1.19 -1.23 -1.73
H 3.39 -1.09 0.08
H -0.45 2.59 -0.95
H -2.27 3.00 -1.13
H -1.50 3.02 0.36
H 2.35 2.69 0.65
H 3.57 1.62 1.21
H 1.77 1.52 1.92
```

For the highest occupied orbital energy (alpha / beta), the calculation gives -8.4831 / -7.7821 eV. For the energy above the lowest of the compared OMol25 structures with the same formula, charge and spin, the calculation gives 110.4 kcal per mole. As for the LUMO energy (alpha / beta): 0.59 / 0.22 eV. For the frontier orbital gap (alpha / beta), the calculation gives 9.07 / 8.00 eV.

Atom charges from the Löwdin analysis, given in e for atoms 1 to 5:
1. C -0.11
2. C -0.05
3. C -0.04
4. C -0.24
5. C 0.11

***

A molecular structure, C3H8NOS, computed with ωB97M-V/def2-TZVPD.

The geometry in XYZ format:
```
14
C3H8NOS, DFT ωB97M-V/def2-TZVPD
C -1.22 -0.11 -0.90
C -0.97 -1.24 0.11
C 0.94 -0.10 -0.41
N -0.04 0.78 -0.84
O 0.50 -1.24 -0.10
S 2.13 1.05 1.85
H -1.32 -0.48 -1.94
H -2.02 0.46 -0.63
H -0.98 -0.96 1.19
H -1.21 -2.25 -0.08
H 2.01 -0.09 -0.46
H -0.16 1.84 -0.72
H 0.52 0.42 1.97
H 1.80 1.93 0.95
```

For the highest occupied orbital energy, the calculation gives -14.0504 eV. For the energy above the lowest of the compared OMol25 structures with the same formula, charge and spin, the calculation gives 63.1 kcal per mole. As for the LUMO energy: -4.45 eV. For the frontier orbital gap, the calculation gives 9.60 eV. The charge is +1.

Atom charges from the Löwdin analysis, given in e for atoms 1 to 5:
1. C -0.11
2. C 0.01
3. C -0.26
4. N 0.10
5. O 0.01

***

C3H7ClOS in the gas phase, computed with ωB97M-V/def2-TZVPD.

The geometry in XYZ format:
```
13
C3H7ClOS, DFT ωB97M-V/def2-TZVPD
C 1.19 -0.37 -0.81
C -1.13 -0.42 0.55
C 0.02 0.38 0.01
O 1.79 -1.45 -0.20
S -0.74 1.58 -1.08
Cl -1.68 2.66 0.34
H 1.56 -1.38 0.74
H 0.75 -0.65 -1.75
H 1.93 0.37 -1.00
H -2.03 -0.42 -0.02
H -1.39 0.07 1.63
H -0.83 -1.41 0.82
H 0.55 1.03 0.78
```

As for the structure (SMILES): C[C@@H](CO)SCl. For the highest occupied orbital energy, the calculation gives -8.9967 eV. For the energy above the lowest of the compared OMol25 structures with the same formula, charge and spin, the calculation gives 26.3 kcal per mole. As for the LUMO energy: 0.24 eV. For the frontier orbital gap, the calculation gives 9.23 eV.

Atom charges from the Löwdin analysis, given in e for atoms 1 to 5:
1. C -0.30
2. C -0.19
3. C -0.72
4. O -0.04
5. S 0.47

***

C16H16N2O3S2 in the gas phase, computed with ωB97M-V/def2-TZVPD.

The geometry in XYZ format:
```
39
C16H16N2O3S2, DFT ωB97M-V/def2-TZVPD
C -4.96 -1.63 -2.74
H -5.91 -2.06 -2.42
H -5.17 -0.84 -3.47
H -4.32 -2.39 -3.18
O -4.25 -1.09 -1.64
C -4.89 -0.13 -0.96
O -5.99 0.28 -1.23
C -4.09 0.37 0.17
C -4.42 1.34 1.09
C -3.32 1.43 1.96
C -2.40 0.51 1.52
O -2.87 -0.13 0.43
C -1.06 0.17 2.03
H -0.97 0.43 3.08
H -0.79 -0.87 1.85
S 0.24 1.12 1.14
C 1.40 -0.15 0.77
N 1.10 -1.37 1.16
C 1.95 -2.37 0.93
N 3.12 -2.23 0.33
C 3.43 -1.01 -0.07
C 2.61 0.13 0.11
C 3.20 1.32 -0.42
C 4.42 1.08 -0.96
S 4.91 -0.60 -0.86
C 5.34 2.05 -1.60
H 6.27 1.56 -1.89
H 4.89 2.48 -2.50
H 5.58 2.87 -0.92
C 2.54 2.66 -0.38
H 3.15 3.40 -0.87
H 2.36 2.96 0.65
H 1.57 2.61 -0.88
C 1.55 -3.73 1.38
H 0.65 -4.04 0.86
H 1.33 -3.71 2.45
H 2.35 -4.43 1.18
H -3.21 2.09 2.80
H -5.33 1.90 1.11
```

As for the structure (SMILES): COC(=O)c1ccc(CSc2nc(C)nc3sc(C)c(C)c23)o1. For the highest occupied orbital energy, the calculation gives -8.1380 eV. For the energy above the lowest of the compared OMol25 structures with the same formula, charge and spin, the calculation gives 3.0 kcal per mole. As for the LUMO energy: 0.62 eV. For the frontier orbital gap, the calculation gives 8.76 eV.

Atom charges from the Löwdin analysis, given in e for atoms 1 to 5:
1. C -0.05
2. H 0.10
3. H 0.10
4. H 0.09
5. O -0.02

***

A molecular structure, C12H24N4NbOSTl, computed with ωB97M-V/def2-TZVPD.

The geometry in XYZ format:
```
44
C12H24N4NbOSTl, DFT ωB97M-V/def2-TZVPD
N -0.16 0.58 2.35
C -0.23 0.69 3.57
O -0.29 0.82 4.74
Tl -0.08 2.55 -1.07
Nb -0.09 -0.34 0.56
N 1.69 -0.29 -0.37
N -1.47 0.39 -0.69
C 2.89 -0.61 0.47
C -2.82 1.03 -0.67
C 3.48 0.72 0.96
C 3.93 -1.36 -0.37
C 2.49 -1.48 1.65
C -3.09 1.80 -1.97
C -3.88 -0.07 -0.56
C -2.88 1.96 0.53
H 3.79 1.34 0.11
H 4.36 0.51 1.58
H 2.75 1.28 1.56
H 3.48 -2.24 -0.84
H 4.74 -1.70 0.29
H 4.38 -0.72 -1.14
H 1.66 -1.04 2.24
H 3.36 -1.57 2.30
H 2.22 -2.49 1.31
H -2.44 2.68 -2.09
H -4.12 2.19 -1.93
H -3.00 1.16 -2.86
H -3.92 -0.68 -1.48
H -4.88 0.39 -0.43
H -3.69 -0.74 0.29
H -2.67 1.43 1.47
H -3.88 2.41 0.59
H -2.17 2.80 0.45
C -1.22 -0.57 -1.81
H -0.44 -1.31 -1.50
H -2.13 -1.13 -2.06
H -0.87 -0.05 -2.71
C 2.03 0.23 -1.71
H 2.53 -0.56 -2.31
H 1.13 0.51 -2.28
H 2.70 1.11 -1.66
S -1.50 -4.40 2.54
C -1.04 -3.12 1.76
N -0.68 -2.09 1.21
```

For the highest occupied orbital energy (alpha / beta), the calculation gives -15.6615 / -15.6609 eV. For the energy above the lowest of the compared OMol25 structures with the same formula, charge and spin, the calculation gives 0.0 kcal per mole. As for the LUMO energy (alpha / beta): -8.54 / -8.54 eV. For the frontier orbital gap (alpha / beta), the calculation gives 7.12 / 7.12 eV. The charge is +2.

Atom charges from the Löwdin analysis, given in e for atoms 1 to 5:
1. N -0.08
2. C -0.35
3. O 0.22
4. Tl 1.07
5. Nb 1.71

***

A molecular structure, C3H5EuO4, computed with ωB97M-V/def2-TZVPD.

The geometry in XYZ format:
```
13
C3H5EuO4, DFT ωB97M-V/def2-TZVPD
C -1.48 -1.62 0.91
C -1.63 -1.36 -0.55
O -0.55 -1.18 -1.30
Eu 1.45 -0.07 -1.68
H -2.30 -1.15 1.48
H -1.48 -2.70 1.14
H -0.52 -1.22 1.30
H 0.28 2.13 0.42
H -2.62 -1.35 -1.03
O 0.95 1.86 -0.30
C 2.30 2.17 -0.12
O 2.98 1.43 -0.90
O 2.64 3.06 0.63
```

The multiplicity is 8. For the highest occupied orbital energy (alpha / beta), the calculation gives -12.8146 / -13.2746 eV. For the energy above the lowest of the compared OMol25 structures with the same formula, charge and spin, the calculation gives 0.2 kcal per mole. As for the LUMO energy (alpha / beta): -5.08 / -5.05 eV. For the frontier orbital gap (alpha / beta), the calculation gives 7.73 / 8.22 eV. The charge is +1.

Atom charges from the Löwdin analysis, given in e for atoms 1 to 5:
1. C -0.03
2. C -0.09
3. O -0.28
4. Eu 1.77
5. H 0.10

***

| no. | maximum force (hartree/bohr) | total energy (eV) |
| --- | --- | --- |
| 1 | 0.0751 | -11734.0288 |
| 2 | 0.0961 | -17527.9724 |
| 3 | 0.0111 | -141039.3545 |
| 4 | 0.0656 | -9355.7455 |
| 5 | 0.0472 | -105432.0827 |
| 6 | 0.0705 | -12635.4895 |
| 7 | 0.1104 | -14712.4754 |
| 8 | 0.0830 | -17603.6959 |
| 9 | 0.0834 | -28628.6365 |
| 10 | 0.0226 | -47645.2611 |
| 11 | 0.0638 | -37906.3717 |
| 12 | 0.1280 | -30705.1802 |